DFT (wB97M-V/def2-TZVPD) results for the ion C15H21N4O with charge +1.

Cartesian coordinates (Å):
O  2.97675  0.25419  -2.51386
H  2.95150  1.04268  -3.06435
C  3.21157  0.60493  -1.16514
C  3.40581  -0.72091  -0.42962
H  3.42388  -0.58230  0.65128
N  2.27174  -1.60042  -0.82280
H  2.52078  -2.59047  -0.75117
H  2.08997  -1.33845  -1.81366
C  1.02635  -1.33733  -0.06219
N  0.20373  -0.55477  -0.68459
C  -0.97034  -0.24322  -0.04940
N  -1.82881  0.53438  -0.69715
C  -1.53641  1.14886  -1.97185
H  -0.59837  0.74575  -2.35215
C  -1.46454  2.66859  -1.80887
C  -2.76741  3.18785  -1.20600
C  -3.04558  2.48057  0.11799
H  -4.00278  2.80210  0.52685
C  -3.07069  0.96661  -0.09164
H  -3.19336  0.43813  0.85256
H  -3.89067  0.70020  -0.76632
H  -2.26660  2.72975  0.84114
H  -2.70196  4.26458  -1.04824
H  -3.58895  3.00030  -1.90003
H  -1.28460  3.12836  -2.78076
H  -0.63120  2.92243  -1.14977
H  -2.34183  0.89459  -2.66881
N  -1.27873  -0.70085  1.15853
C  -0.43077  -1.50530  1.78827
C  -0.75444  -2.00208  3.07282
C  0.11101  -2.82941  3.72577
C  1.33887  -3.20959  3.14563
C  1.69473  -2.75421  1.90920
C  0.82548  -1.89404  1.20428
H  2.63976  -3.05296  1.47575
H  1.99726  -3.86813  3.68976
H  -0.13954  -3.20834  4.70446
H  -1.69712  -1.70657  3.50278
H  4.33722  -1.18352  -0.76050
H  4.10846  1.22151  -1.05409
H  2.34984  1.14652  -0.75412

As for the SMILES: OCC[NH2+]c1nc(N2CCCCC2)nc2ccccc12. The calculated total energy is -23898.3700 eV. The energy above the lowest of the compared OMol25 structures with the same formula, charge and spin comes out at 0.0 kJ/mol. Its net charge is +1. The value obtained for the LUMO energy is -3.42 eV. The frontier orbital gap comes out at 0.2775 hartree. Its HOMO energy is -0.4032 hartree.